Here is a molecular structure, C39H46ClF3N6O5RhS from OMol25. Energies are from ωB97M-V with the def2-TZVPD basis set.

2S+1: 5
lowest unoccupied orbital energy (alpha / beta): 2.48 / 1.77 eV
<S²>: 6.0446
frontier orbital gap (alpha / beta): 0.208 / 0.266 hartree
DFT total energy: -3487.0229 Eh
charge: -1
ΔE to the lowest compared entry with this formula, charge and spin: 0.00 kcal/mol
HOMO level (alpha / beta): -3.1847 / -5.4578 eV

Atoms and positions in Å:
Rh  -0.0109  0.0594  -0.4038
C  -5.0942  1.3633  0.5865
C  -5.1399  -0.1468  0.3980
N  -4.1834  -0.8487  1.2442
C  -4.6789  -1.2602  2.5560
C  -5.1971  -2.6913  2.5588
C  -2.9105  -1.1142  0.8519
S  -2.3952  -0.4463  -0.6491
N  -2.2087  -1.8485  1.7358
C  -0.9197  -2.1800  1.5918
O  -0.1133  -1.9009  0.6920
C  -0.3753  -3.0042  2.7318
C  -1.1922  -3.4926  3.7472
C  -0.6405  -4.2077  4.7982
C  0.7295  -4.4314  4.8437
C  1.5476  -3.9460  3.8311
C  0.9973  -3.2390  2.7742
H  -5.8512  1.8494  -0.0319
H  -4.1185  1.7459  0.2869
H  -5.2735  1.6396  1.6277
H  -4.9435  -0.4017  -0.6418
H  -6.1286  -0.5391  0.6503
H  -5.4758  -0.5616  2.8214
H  -3.8804  -1.1461  3.2843
H  -5.9873  -2.8237  1.8166
H  -5.6049  -2.9525  3.5378
H  -4.3840  -3.3769  2.3233
H  -2.2539  -3.2950  3.7028
H  -1.2777  -4.5870  5.5877
H  1.1611  -4.9822  5.6708
H  2.6167  -4.1189  3.8674
H  1.6091  -2.8500  1.9701
F  -5.7680  5.9454  -0.8841
C  -4.7482  6.4117  -1.6584
F  -4.3110  7.5493  -1.0695
F  -5.3302  6.7800  -2.8350
C  -3.6712  5.4066  -1.8481
C  -2.3715  5.6313  -1.3920
C  -1.3983  4.6769  -1.5681
C  -1.6817  3.4350  -2.2110
C  -3.0203  3.2393  -2.6722
C  -3.9823  4.1963  -2.4872
C  -0.7157  2.4656  -2.3562
C  0.1252  1.5254  -2.0527
H  -2.1296  6.5600  -0.8911
H  -0.3922  4.8497  -1.2067
H  -3.2621  2.2985  -3.1498
H  -4.9953  4.0171  -2.8286
C  6.2278  1.4100  1.5979
C  5.2999  0.6278  2.4769
C  4.9740  1.0807  3.7495
C  4.1108  0.3611  4.5574
Cl  3.7179  0.9802  6.1411
C  3.5545  -0.8299  4.1349
C  3.8730  -1.2866  2.8660
C  4.7245  -0.5664  2.0400
O  5.0143  -1.1148  0.8176
C  4.5319  -0.4492  -0.3683
C  3.1710  0.2416  -0.1441
O  3.1957  1.4180  0.2571
O  2.1589  -0.4983  -0.3021
H  6.7968  2.1313  2.1841
H  5.6492  1.9454  0.8417
H  6.9271  0.7467  1.0857
H  5.3986  2.0080  4.1133
H  2.8675  -1.3731  4.7690
H  3.4447  -2.2030  2.4833
H  4.4397  -1.2452  -1.1036
H  5.2596  0.2929  -0.7066
C  1.8921  2.8665  -4.2616
C  1.3499  1.4481  -4.1685
C  2.3075  0.4292  -4.7542
O  1.1603  1.0618  -2.8111
H  2.1321  3.1181  -5.2976
H  2.8014  2.9455  -3.6620
H  1.1696  3.5926  -3.8908
H  0.3758  1.3906  -4.6751
H  3.2790  0.5054  -4.2621
H  2.4442  0.6017  -5.8237
H  1.9262  -0.5799  -4.6022
C  -1.3638  1.4373  2.1837
N  -1.3273  2.2807  3.3751
C  -0.8314  3.6047  2.9887
N  0.4952  3.5406  2.3837
C  0.4277  2.6878  1.2009
N  -0.0320  1.3132  1.5475
C  0.9087  0.7537  2.5494
N  0.9704  1.5875  3.7451
C  -0.3678  1.6926  4.3156
C  1.4156  2.9241  3.3422
H  -2.0538  1.8616  1.4516
H  -1.7095  0.4444  2.4666
H  -0.7890  4.2372  3.8797
H  -1.5277  4.0478  2.2721
H  1.4088  2.6016  0.7383
H  -0.2816  3.1046  0.4833
H  1.8929  0.6985  2.0909
H  0.5758  -0.2508  2.8178
H  -0.3242  2.3175  5.2118
H  -0.7138  0.6937  4.5961
H  2.4025  2.8400  2.8828
H  1.4831  3.5575  4.2309